# 1
Computed, not measured: a structure of composition C29H33IrN5O3S2, with ωB97M-V/def2-TZVPD.

```
73
Properties=species:S:1:pos:R:3:forces:R:3:mulliken_charge:R:1
Ir -0.45957 0.51010 0.56002 0.4 -0.2 0.0 2.99
C -1.05890 0.64219 3.43197 -0.1 0.0 0.0 -0.94
N -0.07039 1.25596 2.51927 0.0 0.0 -0.2 -0.89
C -0.12640 2.73640 2.39622 0.0 0.1 0.0 -1.11
C 0.46835 3.10971 1.06778 0.0 -0.1 0.1 0.18
N 0.44858 2.26820 0.05600 -0.2 0.1 0.0 0.56
C 1.01834 2.92096 -1.03188 0.0 0.0 0.0 0.03
C 1.23757 2.50248 -2.34241 0.0 0.0 0.0 -0.35
C 1.83845 3.40786 -3.19245 0.0 0.0 0.0 -0.95
C 2.20958 4.69232 -2.76373 0.0 0.0 0.0 -0.51
C 1.99022 5.11638 -1.46964 0.0 0.0 0.0 -1.17
C 1.38683 4.20200 -0.61450 0.0 0.0 -0.1 0.76
N 1.02953 4.28221 0.72534 0.0 0.0 0.1 -0.07
C -1.45117 -0.70913 2.89433 0.1 0.0 0.0 0.25
N -1.26619 -1.04765 1.63691 -0.2 0.3 0.0 0.45
C -1.79179 -2.32135 1.47398 0.0 -0.1 0.0 0.06
C -1.85575 -3.13987 0.34854 0.0 0.0 0.0 -0.42
C -2.43289 -4.38188 0.51804 0.0 0.0 0.0 -0.82
C -2.93406 -4.80202 1.76128 0.0 0.0 0.0 -0.52
C -2.87725 -3.99393 2.87909 0.0 0.0 0.0 -1.11
C -2.29426 -2.74416 2.70603 0.0 0.0 0.0 0.68
N -2.06146 -1.69327 3.58657 0.0 0.0 0.0 -0.06
H -1.94658 1.27633 3.43636 0.0 0.0 0.0 0.30
H -0.68133 0.56624 4.45400 0.0 0.0 0.0 0.63
H 0.87413 0.95021 2.74006 0.0 0.0 0.1 0.46
H 0.36711 3.24147 3.22843 0.0 0.0 0.0 0.62
H -1.18052 3.01965 2.35961 0.0 0.0 0.0 0.30
H 0.91335 1.52436 -2.66778 0.0 0.0 0.0 0.48
H 2.01722 3.13013 -4.22258 0.0 0.0 0.0 0.45
H 2.67187 5.36951 -3.46893 0.0 0.0 0.0 0.41
H 2.26910 6.10928 -1.14428 0.0 0.0 0.0 0.43
H 1.10916 5.09086 1.31778 0.0 0.0 0.0 0.23
H -1.49792 -2.78526 -0.60963 0.0 0.0 0.0 0.41
H -2.51616 -5.04744 -0.33046 0.0 0.0 0.0 0.46
H -3.38216 -5.78282 1.84303 0.0 0.0 0.0 0.41
H -3.26846 -4.31887 3.83349 0.0 0.0 0.0 0.44
H -2.31631 -1.66068 4.55894 0.0 0.0 0.0 0.23
O -2.49531 3.56178 0.05817 0.0 0.0 0.0 -0.67
C -2.50548 2.36514 -0.14816 0.0 0.0 0.0 0.09
O -2.19137 1.50104 0.81026 0.1 -0.1 0.1 -0.86
C -2.99068 1.77576 -1.43792 0.1 0.0 0.0 0.50
C -4.09647 2.40573 -2.00617 0.0 0.0 -0.1 -0.89
C -4.70010 1.91096 -3.14725 0.0 0.0 0.0 -0.61
C -4.18262 0.76928 -3.74303 0.0 0.0 0.0 -0.67
C -3.07369 0.14395 -3.20303 0.0 0.0 0.0 -1.07
C -2.45217 0.63409 -2.05215 0.0 0.1 0.0 0.89
S -0.96279 -0.20304 -1.59064 -0.1 -0.2 0.0 -0.37
H -4.47718 3.29587 -1.52275 0.0 0.0 0.0 0.47
H -5.56531 2.40640 -3.56608 0.0 0.0 0.0 0.41
H -4.64139 0.36502 -4.63628 0.0 0.0 0.0 0.39
H -2.66410 -0.73727 -3.68167 0.0 0.0 0.0 0.47
C 2.79215 -1.21256 -3.33662 0.0 0.0 0.0 -0.97
C 3.52844 -2.01081 -2.26840 0.0 0.0 0.0 -0.44
C 3.37298 -1.41495 -0.87142 0.0 0.0 0.1 -1.03
S 1.67973 -1.64762 -0.27644 0.1 0.0 -0.1 0.71
O 1.43476 -0.42414 0.62932 0.0 0.1 0.1 -0.94
C 1.87355 -3.05536 0.85514 0.0 0.0 -0.1 -1.19
C 2.19248 -2.67075 2.29219 0.0 0.0 0.0 0.26
C 3.60559 -2.15214 2.51993 0.0 0.0 0.0 -1.45
H 2.85572 -1.70847 -4.30424 0.0 0.0 0.0 0.42
H 3.23038 -0.21793 -3.44025 0.0 0.0 0.0 0.27
H 1.73345 -1.08949 -3.09799 0.0 0.0 0.0 0.16
H 4.59743 -2.04153 -2.48811 0.0 0.0 0.0 0.43
H 3.19619 -3.05365 -2.26713 0.0 0.0 0.0 0.25
H 3.49837 -0.33021 -0.87521 0.0 0.0 0.0 0.44
H 4.06525 -1.84766 -0.15145 0.0 0.0 0.0 0.37
H 2.64935 -3.68058 0.40495 0.0 0.0 0.0 0.64
H 0.92866 -3.59700 0.79578 0.0 0.0 0.0 0.40
H 2.00883 -3.55913 2.89993 0.0 0.0 0.0 0.54
H 1.46588 -1.92004 2.61406 0.0 0.0 0.0 -0.26
H 4.35230 -2.84316 2.12374 0.0 0.0 0.0 0.36
H 3.80323 -2.03483 3.58505 0.0 0.0 0.0 0.42
H 3.75410 -1.17918 2.04908 0.0 0.0 0.0 0.26
```
Positions in Å, forces in eV/Å.

Results
LUMO   -2.4 eV
Charge   +1
HOMO energy   -0.343 Ha

---

# 2
Computed, not measured: the molecule C29H33N5O, with ωB97M-V/def2-TZVPD.

```
68
Properties=species:S:1:pos:R:3:forces:R:3:nbo_charge:R:1
C -4.75601 -2.45542 1.19979 -0.4 -1.5 -1.5 -0.65
C -4.35889 -1.11670 1.57451 1.2 1.2 -0.4 0.32
N -4.52172 -0.45595 2.69716 -0.5 -0.8 -0.2 -0.46
C -3.82650 0.71050 2.63040 0.6 -0.4 -0.9 0.11
C -3.88446 1.65283 3.80495 0.5 0.2 -0.4 -0.63
C -3.16576 0.71064 1.39219 -1.6 1.4 2.2 -0.13
N -3.58408 -0.37525 0.67644 2.2 4.4 1.7 -0.40
H -4.27316 -2.57621 0.17312 -1.0 -0.5 1.2 0.22
H -4.41693 -3.26098 1.88192 0.0 0.6 -0.3 0.23
H -5.85339 -2.55691 1.12076 0.4 0.0 -0.2 0.23
H -3.26585 2.52882 3.65152 0.2 0.2 -0.2 0.21
H -4.88122 2.02483 4.00811 -0.4 -0.1 -0.2 0.22
H -3.54197 1.19850 4.72804 0.1 -0.4 0.1 0.22
H -2.56373 1.49916 0.99386 0.2 0.1 -0.4 0.21
C 3.84126 -1.06483 -2.91373 -0.3 0.0 -0.2 -0.42
N 2.86246 -0.95936 -1.84967 0.4 0.3 0.6 -0.45
C 3.28070 -0.78289 -0.55468 0.5 0.1 0.6 0.69
O 4.44924 -0.72604 -0.15024 -2.1 -0.2 -0.8 -0.61
C 1.98392 -0.68680 0.29884 0.8 -0.1 0.2 -0.10
C 1.95686 0.54013 1.26012 -0.4 -0.4 -0.8 -0.41
C 2.99103 0.42057 2.30863 0.2 -0.6 1.2 -0.11
C 3.08132 -0.54702 3.31108 0.1 1.6 -1.6 -0.02
N 4.26963 -0.35820 3.97443 0.3 -0.5 0.9 -0.54
C 4.94681 0.72440 3.45033 -0.2 0.2 -0.7 0.21
C 6.22038 1.21616 3.71221 0.2 0.4 -0.1 -0.26
C 6.69400 2.26818 2.91686 -0.2 -0.4 0.4 -0.22
C 5.91187 2.80360 1.87707 -0.7 -0.2 -0.3 -0.24
C 4.64000 2.29155 1.59165 0.6 0.2 0.4 -0.18
C 4.15854 1.25772 2.39341 0.0 -1.0 0.4 -0.10
N 0.94971 -0.64487 -0.71383 0.4 -0.2 0.3 -0.45
C -0.34496 -0.53316 -0.36603 -1.2 1.5 -1.7 0.09
C -1.34107 -0.14908 -1.24107 1.4 -0.3 3.0 -0.40
C -2.73071 -0.45200 -0.77134 -2.4 -3.9 1.1 -0.07
C -3.78990 -0.14484 -1.78625 -2.3 -0.7 -0.7 0.02
C -5.16178 0.07035 -1.44191 -0.6 0.3 -1.0 -0.21
C -6.17869 0.23174 -2.44565 1.7 0.0 -0.1 -0.21
C -5.81415 0.22659 -3.80618 -0.3 -0.4 0.0 -0.21
C -4.48184 -0.00168 -4.17299 -0.1 0.2 1.1 -0.21
C -3.52806 -0.18322 -3.17224 0.7 0.0 0.5 -0.23
C 1.42474 -0.70163 -2.08827 0.9 0.0 -0.4 0.35
C 1.26869 0.62947 -2.86115 0.1 0.1 0.0 -0.64
C 0.82390 -1.85815 -2.90713 0.1 -0.1 0.2 -0.64
H 4.82609 -1.20018 -2.44106 -0.4 0.1 -0.3 0.26
H 3.58529 -1.92889 -3.54331 0.3 0.2 0.1 0.20
H 3.82846 -0.15024 -3.52880 0.2 -0.3 0.1 0.20
H 1.91212 -1.61519 0.90966 0.0 0.4 -0.3 0.21
H 2.13305 1.44461 0.65123 -0.2 -0.3 0.3 0.22
H 0.94317 0.60049 1.68852 0.3 0.1 -0.2 0.22
H 2.38570 -1.34383 3.52475 0.2 0.0 0.2 0.21
H 4.59062 -0.93936 4.75081 -0.2 0.5 -0.6 0.41
H 6.79911 0.77668 4.51961 0.2 0.2 -0.2 0.21
H 7.68791 2.68252 3.09558 -0.3 -0.2 0.0 0.21
H 6.29718 3.62662 1.27786 0.0 -0.2 0.1 0.21
H 4.01847 2.65595 0.77259 0.4 0.1 0.2 0.21
H -0.58188 -0.61468 0.68972 0.1 -0.5 0.0 0.21
H -1.02235 0.12192 -2.25747 -1.3 -0.1 0.9 0.23
H -2.66458 -1.44966 -0.17277 0.3 -0.2 -3.7 0.26
H -5.48880 0.15792 -0.40365 0.3 -0.2 -0.4 0.23
H -7.23035 0.38784 -2.18934 0.5 -0.1 0.2 0.22
H -6.58182 0.33119 -4.59841 0.5 0.0 0.7 0.22
H -4.15433 -0.03475 -5.20106 -0.2 0.0 -0.1 0.22
H -2.48706 -0.38327 -3.42371 -0.4 0.0 -0.4 0.20
H 1.83496 1.43573 -2.36742 -0.1 -0.3 -0.2 0.23
H 1.60974 0.48330 -3.89805 0.0 0.2 0.4 0.22
H 0.22985 0.95844 -2.90824 0.3 0.0 -0.1 0.22
H 1.11061 -2.82411 -2.46787 -0.1 0.3 -0.1 0.23
H -0.26557 -1.79773 -2.92433 0.1 0.0 -0.1 0.23
H 1.19417 -1.79590 -3.93987 -0.1 -0.1 0.3 0.22
```
Positions in Å, forces in eV/Å.

Results
LUMO   0.3 eV
Charge   0
HOMO energy   -0.276 Ha

---

no.,calculated total energy (a.u.)
1,-2525.02946
2,-1473.77284